Entry 1:
Entry from the Open Molecules 2025 dataset: C33H70FInN3O9PS2 as an isolated structure at a distorted geometry (ωB97M-V with the def2-TZVPD basis set).

```
120
C33H70FInN3O9PS2 ωB97M-V with the def2-TZVPD basis set
C 1.280 -1.143 -1.833
P -0.384 -1.116 -1.028
O -0.006 -0.179 0.349
In -0.604 -3.533 -0.258
C 1.061 -4.692 -1.124
C -0.875 -3.731 1.919
C -0.246 -2.573 2.684
C 1.283 -2.605 2.627
C 1.856 -1.263 3.102
S 3.434 -1.290 3.912
O 4.422 -0.622 3.116
O 3.287 -0.863 5.273
O 3.767 -2.848 3.903
S -2.726 -4.479 -1.382
O -2.425 -5.658 -2.155
O -3.560 -3.499 -2.028
F -3.667 -5.064 -0.171
H 1.726 -0.160 -1.697
H 1.942 -1.905 -1.423
H 1.121 -1.355 -2.888
H -0.804 0.306 0.531
H 2.003 -4.447 -0.635
H 1.140 -4.392 -2.171
H 0.865 -5.758 -1.080
H -1.950 -3.742 2.120
H -0.505 -4.695 2.270
H -0.578 -1.610 2.298
H -0.538 -2.622 3.742
H 1.575 -2.771 1.587
H 1.672 -3.442 3.199
H 1.971 -0.571 2.273
H 1.186 -0.818 3.836
H 4.657 -2.913 4.268
C 1.851 5.644 2.146
C 0.980 4.373 2.180
C 1.166 3.566 0.894
C 0.499 4.204 -0.324
C -0.976 4.490 -0.050
C -1.204 5.320 1.212
N -0.467 4.709 2.362
O -1.124 3.727 2.877
C -0.774 6.779 0.978
C -2.690 5.359 1.545
C 1.448 3.556 3.378
H 1.521 6.362 2.897
H 2.884 5.379 2.371
H 1.866 6.138 1.178
H 0.746 2.565 1.034
H 2.235 3.434 0.713
H 1.020 5.121 -0.615
H 0.582 3.526 -1.175
H -1.427 5.009 -0.898
H -1.507 3.537 0.048
H -0.772 7.336 1.917
H -1.484 7.256 0.304
H 0.204 6.880 0.517
H -3.113 4.363 1.645
H -3.216 5.871 0.739
H -2.868 5.903 2.475
H 1.280 4.098 4.310
H 2.515 3.363 3.278
H 0.939 2.597 3.443
C 3.866 -10.192 1.121
C 3.931 -8.656 1.023
C 5.060 -8.113 1.899
C 4.752 -8.177 3.394
C 3.421 -7.493 3.701
C 2.258 -8.027 2.864
N 2.631 -8.026 1.414
O 2.510 -6.849 0.904
C 1.849 -9.432 3.339
C 1.041 -7.130 3.046
C 4.202 -8.321 -0.439
H 2.911 -10.564 0.749
H 4.654 -10.629 0.509
H 4.015 -10.573 2.129
H 5.249 -7.070 1.624
H 5.973 -8.670 1.674
H 4.740 -9.214 3.740
H 5.552 -7.683 3.949
H 3.169 -7.606 4.758
H 3.525 -6.419 3.516
H 1.140 -9.881 2.642
H 1.359 -9.353 4.310
H 2.683 -10.116 3.470
H 1.262 -6.092 2.812
H 0.715 -7.181 4.086
H 0.216 -7.452 2.410
H 3.382 -8.657 -1.074
H 5.115 -8.828 -0.754
H 4.336 -7.253 -0.595
C -3.747 8.639 -4.866
C -2.978 7.312 -4.723
C -2.852 6.617 -6.080
C -4.164 6.007 -6.571
C -4.759 5.076 -5.516
C -4.927 5.740 -4.149
N -3.643 6.395 -3.746
O -2.812 5.538 -3.262
C -6.089 6.748 -4.177
C -5.286 4.690 -3.104
C -1.594 7.662 -4.190
H -4.095 8.992 -3.895
H -3.084 9.399 -5.279
H -4.600 8.579 -5.538
H -2.103 5.824 -6.003
H -2.474 7.340 -6.807
H -4.878 6.792 -6.837
H -3.979 5.445 -7.488
H -5.732 4.703 -5.843
H -4.109 4.203 -5.408
H -6.102 7.345 -3.264
H -7.032 6.206 -4.236
H -6.068 7.424 -5.028
H -4.561 3.882 -3.068
H -6.256 4.262 -3.353
H -5.352 5.136 -2.111
H -1.661 8.115 -3.200
H -1.127 8.380 -4.865
H -0.947 6.790 -4.125
```

Computed properties:
E_HOMO (spin up / spin down)	-0.1535 / -0.1535	Ha
total charge	-1
E_LUMO (spin up / spin down)	1.88 / 1.66	eV
Kohn-Sham gap (spin up / spin down)	6.059 / 5.839	eV
DFT total energy	-3568.43023	hartree
F_max	1.41	eV/Å
spin multiplicity	4


Entry 2:
Entry from the Open Molecules 2025 dataset: a 12-piece molecular cluster, C33H71Cl22NOP overall at a distorted geometry (ωB97M-V with the def2-TZVPD basis set).

```
129
C33H71Cl22NOP ωB97M-V with the def2-TZVPD basis set
C -2.928 1.457 -0.288
O -2.291 1.487 1.006
C -0.921 1.842 0.811
C -0.471 2.708 2.052
C -0.157 4.139 1.523
C 0.155 5.206 2.617
C -0.822 5.223 3.850
C 0.032 5.290 5.158
C 0.781 3.961 5.457
C 2.319 4.002 5.079
N 2.530 3.028 3.960
P 4.178 3.103 3.212
C 4.085 4.692 2.201
C 4.093 1.782 1.862
H -3.878 0.908 -0.180
H -3.096 2.511 -0.588
H -2.238 0.946 -0.994
H -0.296 0.931 0.710
H -0.812 2.431 -0.124
H 0.404 2.176 2.480
H -1.313 2.653 2.759
H -0.940 4.455 0.811
H 0.766 4.043 0.905
H 1.192 5.162 3.006
H 0.066 6.197 2.127
H -1.569 4.416 3.862
H -1.394 6.172 3.823
H 0.707 6.167 5.106
H -0.681 5.484 5.984
H 0.337 3.094 4.923
H 0.729 3.697 6.530
H 2.652 5.025 4.842
H 2.898 3.668 5.955
H 2.292 2.098 4.310
H 1.844 3.250 3.224
H 4.379 5.579 2.795
H 4.794 4.520 1.366
H 3.064 4.772 1.773
H 3.554 0.909 2.262
H 5.090 1.545 1.470
H 3.443 2.212 1.065
Cl -3.144 -2.418 -3.205
C -1.708 -3.056 -2.365
C -0.958 -1.976 -1.622
Cl -0.175 -0.817 -2.731
H -1.078 -3.545 -3.099
H -2.062 -3.809 -1.660
H -0.167 -2.421 -1.021
H -1.618 -1.416 -0.960
Cl 4.051 8.355 4.072
C 5.708 8.719 4.625
C 6.623 9.098 3.483
Cl 6.959 7.720 2.406
H 6.082 7.852 5.165
H 5.632 9.550 5.325
H 7.582 9.434 3.875
H 6.200 9.900 2.881
Cl 6.013 0.079 3.801
C 7.376 1.214 3.611
C 8.501 0.617 2.801
Cl 9.322 -0.707 3.667
H 7.708 1.512 4.604
H 6.986 2.099 3.103
H 9.254 1.378 2.599
H 8.139 0.229 1.844
Cl 0.819 -3.396 -5.678
C 2.341 -3.821 -4.860
C 2.169 -5.006 -3.941
Cl 1.143 -4.602 -2.541
H 2.692 -2.943 -4.319
H 3.068 -4.057 -5.636
H 3.137 -5.319 -3.550
H 1.719 -5.851 -4.457
Cl -7.378 2.957 3.753
C -6.771 1.413 3.100
C -6.186 1.571 1.718
Cl -7.427 1.948 0.495
H -7.590 0.697 3.108
H -6.000 1.057 3.786
H -5.714 0.638 1.410
H -5.435 2.360 1.689
Cl 7.730 0.862 -0.248
C 9.140 0.549 -1.296
C 8.808 -0.398 -2.425
Cl 8.484 -2.048 -1.840
H 9.944 0.162 -0.672
H 9.454 1.510 -1.700
H 9.654 -0.463 -3.109
H 7.938 -0.062 -2.986
Cl -7.749 -2.395 4.015
C -6.319 -3.034 4.863
C -5.572 -1.955 5.610
Cl -4.787 -0.797 4.504
H -5.684 -3.526 4.129
H -6.676 -3.787 5.565
H -4.784 -2.402 6.215
H -6.233 -1.395 6.269
Cl 0.534 0.788 -8.374
C -1.019 0.795 -7.502
C -1.679 -0.564 -7.500
Cl -2.243 -1.043 -9.121
H -1.659 1.549 -7.957
H -0.806 1.099 -6.477
H -2.555 -0.547 -6.853
H -1.004 -1.337 -7.142
Cl -9.374 -3.117 8.283
C -10.456 -3.593 6.949
C -10.907 -5.029 7.064
Cl -9.569 -6.175 6.797
H -9.934 -3.413 6.010
H -11.319 -2.930 6.991
H -11.661 -5.240 6.307
H -11.337 -5.235 8.043
Cl -3.881 -5.302 -8.013
C -3.058 -4.684 -9.467
C -3.408 -5.481 -10.702
Cl -2.735 -7.131 -10.644
H -1.987 -4.692 -9.278
H -3.374 -3.650 -9.593
H -2.988 -4.999 -11.584
H -4.484 -5.561 -10.836
Cl 1.072 -9.161 -8.342
C -0.018 -9.687 -9.650
C -0.417 -11.138 -9.512
Cl 0.953 -12.241 -9.796
H 0.478 -9.498 -10.600
H -0.905 -9.055 -9.595
H -1.178 -11.381 -10.252
H -0.819 -11.348 -8.523
```

Computed properties:
E_HOMO	-0.4221	Ha
total charge	+1
E_LUMO	-2.41	eV
Kohn-Sham gap	9.070	eV
DFT total energy	-11895.31366	hartree
F_max	2.43	eV/Å


> Which of these has the highest total charge?

C33H71Cl22NOP